No. 1
Density functional theory data (wB97M-V/def2-TZVPD) for a molecular structure, C34H38BrHgN5O3P.

Properties
⟨S²⟩ = 0.765
E = -4886.67777 Ha
2S+1 = 2

CARTESIAN COORDINATES (ANGSTROEM)
Hg 0.50 -0.43 0.05
C -2.78 -0.85 0.82
N -1.99 -1.08 -0.39
C -1.89 -2.49 -0.74
C -1.17 -3.31 0.30
C -1.43 -4.67 0.44
C -0.76 -5.37 1.43
C 0.11 -4.69 2.26
C 0.32 -3.34 2.03
N -0.28 -2.68 1.05
C -2.49 -0.31 -1.54
C -2.44 1.19 -1.34
C -3.26 2.02 -2.09
C -3.13 3.39 -1.92
C -2.20 3.88 -1.01
C -1.43 2.96 -0.30
N -1.56 1.64 -0.47
C -2.05 -0.35 2.07
C -2.73 -0.35 3.27
C -2.14 0.22 4.39
C -0.88 0.78 4.26
C -0.25 0.70 3.03
N -0.82 0.14 1.97
H -3.54 -0.09 0.60
H -3.32 -1.76 1.10
H -2.89 -2.93 -0.90
H -1.35 -2.57 -1.69
H -2.16 -5.15 -0.20
H -0.93 -6.44 1.55
H 0.63 -5.20 3.06
H 1.00 -2.77 2.65
H -1.84 -0.54 -2.39
H -3.51 -0.61 -1.80
H -3.97 1.61 -2.80
H -3.75 4.08 -2.49
H -2.05 4.94 -0.86
H -0.67 3.28 0.40
H -3.72 -0.78 3.33
H -2.66 0.24 5.34
H -0.39 1.26 5.10
H 0.75 1.10 2.88
Br 3.30 -3.28 0.73
C 3.64 -1.48 1.31
C 4.77 -1.28 2.04
C 5.09 0.07 2.43
C 4.27 1.08 1.98
C 3.15 0.80 1.20
N 2.78 -0.54 0.89
C 2.37 1.92 0.63
O 2.64 3.09 0.90
O 1.38 1.58 -0.18
H 5.41 -2.11 2.29
H 5.98 0.28 3.02
H 4.48 2.12 2.19
C 2.02 -2.63 -2.61
P 1.20 -0.98 -2.60
C 0.08 -1.25 -4.02
C 2.59 -0.01 -3.26
C 2.74 0.35 -4.60
C 3.85 1.07 -5.01
C 4.82 1.45 -4.09
C 4.67 1.12 -2.75
C 3.56 0.40 -2.34
H 2.94 -2.57 -2.03
H 2.28 -2.94 -3.63
H 1.38 -3.38 -2.15
H 0.64 -1.61 -4.89
H -0.45 -0.33 -4.28
H -0.65 -2.02 -3.75
H 1.99 0.07 -5.33
H 3.96 1.34 -6.05
H 5.69 2.01 -4.42
H 5.40 1.44 -2.02
H 3.43 0.15 -1.29
C 1.51 3.67 -2.98
C 0.37 2.76 -3.42
O 0.27 1.59 -2.60
H 1.44 4.63 -3.50
H 2.48 3.21 -3.20
H 1.46 3.85 -1.90
H 0.54 2.42 -4.44
H -0.58 3.30 -3.39
H 0.63 1.81 -1.71

Atom charges from the Mulliken analysis, given in e for atoms 1 to 2:
1. Hg 3.313
2. C -1.797

---

No. 2
Density functional theory data (wB97M-V/def2-TZVPD) for a molecular structure, C34H38CaClN7O5SSeSi at a distorted geometry.

Properties
E = -6305.12614 Ha
energy above the lowest of the compared OMol25 structures with the same formula, charge and spin = 26.9 kcal/mol

CARTESIAN COORDINATES (ANGSTROEM)
Ca -0.57 -1.11 -1.07
Cl -3.98 -7.50 -2.99
C -3.13 -5.98 -2.85
C -3.02 -5.14 -3.98
C -2.36 -3.95 -3.90
C -1.77 -3.49 -2.68
O -1.15 -2.37 -2.63
C -1.90 -4.37 -1.56
C -1.33 -4.07 -0.27
O -0.81 -3.01 0.09
C -2.57 -5.61 -1.67
H -3.46 -5.46 -4.91
H -2.28 -3.30 -4.76
H -1.36 -4.90 0.46
H -2.65 -6.25 -0.80
C 1.67 -1.46 5.09
N 2.02 -0.24 4.38
C 3.08 0.61 4.67
C 3.07 1.59 3.76
N 2.00 1.33 2.89
C 1.34 0.19 3.29
S -0.04 -0.53 2.67
C 1.72 2.17 1.75
C 2.06 3.51 1.82
C 1.85 4.29 0.70
C 1.28 3.72 -0.43
C 0.96 2.37 -0.38
N 1.19 1.60 0.69
H 2.44 -1.65 5.84
H 1.63 -2.29 4.39
H 0.69 -1.36 5.56
H 3.74 0.44 5.51
H 3.73 2.43 3.64
H 2.47 3.95 2.73
H 2.10 5.35 0.72
H 1.09 4.29 -1.33
H 0.50 1.87 -1.23
O -2.21 -1.82 6.16
C -3.46 -1.93 5.50
N -3.22 -1.47 4.15
C -4.20 -0.83 3.46
O -5.34 -0.71 3.89
C -3.80 -0.24 2.14
C -4.43 0.91 1.69
C -3.98 1.51 0.53
C -2.91 0.94 -0.14
N -2.35 -0.22 0.23
C -2.80 -0.79 1.36
H -2.33 -2.13 7.07
H -4.23 -1.30 5.95
H -3.81 -2.96 5.50
H -2.25 -1.40 3.86
H -5.25 1.31 2.27
H -4.42 2.42 0.16
H -2.48 1.40 -1.02
H -2.33 -1.73 1.63
C 2.66 0.15 -3.02
N 3.30 0.30 -1.71
C 3.13 -0.56 -0.68
Se 2.16 -2.13 -0.63
N 3.83 -0.06 0.36
C 4.40 1.16 0.03
C 5.17 2.06 0.76
C 5.57 3.22 0.10
C 5.22 3.46 -1.23
C 4.46 2.55 -1.95
C 4.06 1.40 -1.29
H 2.69 -0.90 -3.30
H 3.23 0.74 -3.74
H 1.63 0.48 -2.97
H 3.80 -0.50 1.26
H 5.44 1.86 1.78
H 6.17 3.95 0.63
H 5.54 4.37 -1.71
H 4.19 2.73 -2.98
C -0.42 0.36 -5.13
Si -1.14 1.17 -3.61
C -2.99 0.84 -3.68
C -0.86 3.02 -3.76
O -0.44 0.63 -2.26
H -1.09 0.43 -6.00
H -0.25 -0.70 -4.92
H 0.54 0.81 -5.43
H -3.34 0.88 -4.72
H -3.58 1.57 -3.11
H -3.21 -0.16 -3.29
H -1.34 3.45 -4.65
H 0.22 3.22 -3.83
H -1.25 3.55 -2.89

Atom charges from the Mulliken analysis, given in e for atoms 1 to 2:
1. Ca 1.886
2. Cl -0.247

---

No. 3
Density functional theory data (wB97M-V/def2-TZVPD) for a molecular structure, C34H38CdN6O5S at a distorted geometry.

Properties
E = -2589.21294 Ha
energy above the lowest of the compared OMol25 structures with the same formula, charge and spin = 18.8 kcal/mol
charge = -2

CARTESIAN COORDINATES (ANGSTROEM)
Cd -1.04 -0.02 -1.07
O -0.82 -1.37 -2.87
C 0.07 -0.89 -3.67
C 1.08 -1.74 -4.20
C 2.04 -1.30 -5.08
C 2.06 0.04 -5.50
C 1.09 0.89 -5.02
C 0.10 0.48 -4.12
C -0.87 1.46 -3.69
N -1.69 1.27 -2.72
N -2.64 2.24 -2.50
C -3.42 1.93 -1.48
O -3.37 0.91 -0.72
C -4.51 2.94 -1.24
C -4.42 4.24 -1.73
C -5.43 5.16 -1.47
C -6.55 4.78 -0.74
C -6.65 3.48 -0.26
C -5.63 2.57 -0.50
H 1.08 -2.77 -3.86
H 2.79 -1.99 -5.44
H 2.83 0.39 -6.17
H 1.10 1.93 -5.33
H -0.93 2.40 -4.24
H -3.54 4.51 -2.30
H -5.34 6.17 -1.84
H -7.34 5.50 -0.54
H -7.52 3.19 0.31
H -5.69 1.56 -0.12
N -3.49 -0.76 1.63
C -3.30 -0.34 3.00
C -2.38 0.87 3.13
C -0.97 0.76 2.52
N -0.90 1.10 1.10
H -3.65 0.04 1.01
H -4.29 -1.38 1.55
H -2.87 -1.17 3.57
H -4.25 -0.08 3.50
H -2.27 1.08 4.19
H -2.88 1.73 2.67
H -0.56 -0.25 2.64
H -0.32 1.44 3.09
H 0.08 1.17 0.85
H -1.27 2.04 0.95
O 2.07 -0.09 0.57
C 1.96 0.79 -0.32
O 1.03 0.84 -1.17
C 3.04 1.84 -0.45
C 4.32 1.43 -0.82
C 5.33 2.35 -1.06
C 5.05 3.70 -0.93
C 3.80 4.12 -0.52
C 2.76 3.21 -0.24
S 1.27 3.79 0.42
H 4.50 0.37 -0.94
H 6.33 2.02 -1.35
H 5.82 4.44 -1.15
H 3.59 5.18 -0.41
C 2.36 -1.17 3.39
C 1.67 -2.53 3.37
N 2.41 -3.55 2.63
C 3.66 -4.00 3.22
C 4.87 -3.60 2.38
C 1.91 -4.31 1.62
O 2.47 -5.35 1.27
C 0.66 -3.88 0.93
C -0.25 -4.85 0.55
C -1.40 -4.47 -0.12
C -1.60 -3.13 -0.40
N -0.70 -2.20 -0.08
C 0.41 -2.56 0.55
H 1.82 -0.50 4.06
H 2.38 -0.71 2.40
H 3.39 -1.26 3.76
H 0.68 -2.42 2.92
H 1.53 -2.89 4.39
H 3.63 -5.08 3.32
H 3.73 -3.56 4.22
H 4.83 -4.13 1.43
H 5.80 -3.87 2.90
H 4.87 -2.53 2.18
H -0.04 -5.89 0.77
H -2.13 -5.21 -0.44
H -2.49 -2.79 -0.91
H 1.12 -1.76 0.72

Atom charges from the Mulliken analysis, given in e for atoms 1 to 2:
1. Cd 3.104
2. O -1.064

---

No. 4
Density functional theory data (wB97M-V/def2-TZVPD) for a molecular structure, C34H38ClN5O4P2Ta at a distorted geometry.

Properties
E = -3091.81417 Ha
charge = +3

CARTESIAN COORDINATES (ANGSTROEM)
Ta 0.25 0.56 0.72
C 4.04 -0.30 -0.67
P 2.98 0.20 0.72
C 3.04 -1.38 1.66
N 4.06 -1.64 2.43
C 4.16 -2.87 2.98
C 5.25 -3.18 3.83
C 5.34 -4.44 4.35
C 4.37 -5.43 4.05
C 3.31 -5.16 3.24
C 3.19 -3.86 2.69
N 2.13 -3.57 1.89
C 2.06 -2.37 1.38
P 0.59 -2.04 0.31
C 1.11 -2.17 -1.43
C -0.64 -3.45 0.61
C -0.90 -3.68 2.10
C -1.97 -3.15 -0.08
C -0.01 -4.68 -0.06
C 3.84 1.64 1.61
C 4.96 1.17 2.54
C 4.46 2.54 0.53
C 2.79 2.42 2.41
H 5.04 -0.40 -0.23
H 4.10 0.43 -1.48
H 3.73 -1.26 -1.05
H 5.98 -2.42 4.04
H 6.16 -4.69 5.00
H 4.48 -6.42 4.47
H 2.56 -5.91 3.00
H 1.86 -2.96 -1.52
H 1.52 -1.24 -1.81
H 0.25 -2.43 -2.05
H -1.38 -2.82 2.58
H -0.01 -3.95 2.65
H -1.60 -4.51 2.17
H -2.59 -2.49 0.52
H -2.52 -4.09 -0.16
H -1.88 -2.76 -1.10
H 0.99 -4.90 0.30
H -0.02 -4.61 -1.15
H -0.65 -5.53 0.21
H 5.68 0.51 2.05
H 4.59 0.67 3.43
H 5.49 2.07 2.84
H 5.26 2.04 -0.02
H 4.93 3.38 1.06
H 3.75 2.96 -0.17
H 2.34 1.81 3.19
H 2.02 2.86 1.77
H 3.29 3.25 2.92
N -3.58 9.77 0.82
C -3.19 8.71 0.65
C -2.70 7.36 0.44
C -3.31 6.54 -0.51
C -2.85 5.25 -0.70
C -1.76 4.79 0.05
C -1.13 5.63 0.97
C -1.61 6.91 1.18
C -1.23 3.43 -0.13
C 0.12 3.28 -0.51
C 0.85 4.21 -1.22
C 1.91 3.52 -1.86
C 1.84 2.22 -1.48
N 0.78 2.01 -0.62
C -2.06 2.31 -0.09
C -3.46 2.26 -0.07
C -3.85 0.95 -0.30
C -2.68 0.20 -0.38
N -1.58 0.97 -0.25
H -4.13 6.92 -1.09
H -3.29 4.63 -1.46
H -0.28 5.28 1.54
H -1.15 7.56 1.91
H 0.59 5.25 -1.32
H 2.64 3.95 -2.54
H 2.47 1.40 -1.79
H -4.11 3.11 0.06
H -4.85 0.57 -0.41
H -2.60 -0.86 -0.53
O 0.80 -0.04 2.73
Cl -0.59 0.48 3.11
O -0.51 1.82 2.45
O -0.90 0.46 4.45
O -1.43 -0.29 2.18

Atom charges from the Mulliken analysis, given in e for atoms 1 to 2:
1. Ta 1.075
2. C -1.675